Molecular formula: C6H12O
Method: DFT, the ωB97M-V functional and the def2-TZVPD basis

Properties
HOMO-LUMO gap (spin up / spin down), eV: 8.289 / 6.018
Energy above the lowest of the compared OMol25 structures with the same formula, charge and spin, kcal per mole: 133.5
Highest occupied orbital energy (spin up / spin down), eV: -7.61 / -5.86
DFT total energy, Eh: -310.84653
Net charge: 0

Geometry (Å):
C (1.65297, -0.78510, 0.21775)
C (1.13097, 0.55453, 0.59286)
O (1.48115, 1.10883, 1.75776)
C (0.37394, 1.34233, -0.34176)
C (-1.01083, 0.85004, 0.14564)
C (-1.38592, -0.62991, 0.13838)
C (-1.54147, -0.81772, -1.35528)
H (2.57664, -0.65482, -0.36580)
H (0.94121, -1.30912, -0.43628)
H (1.88152, -1.41407, 1.08672)
H (1.80861, 0.42739, 2.36226)
H (0.45714, 2.41797, -0.17743)
H (0.54639, 1.08662, -1.39281)
H (-1.35312, 1.43106, 1.00909)
H (-1.67407, 0.80311, -0.95184)
H (-2.37577, -0.68535, 0.60575)
H (-0.74022, -1.30755, 0.72875)
H (-2.16914, -1.64320, -1.70630)
H (-0.59999, -0.77505, -1.91744)

Molecular formula: C6H12O
Method: DFT, the ωB97M-V functional and the def2-TZVPD basis

Properties
HOMO-LUMO gap, eV: 9.414
Energy above the lowest of the compared OMol25 structures with the same formula, charge and spin, kcal per mole: 57.9
Highest occupied orbital energy, eV: -8.50
DFT total energy, Eh: -310.96705
Net charge: 0

Geometry (Å):
C (-2.24941, -1.16409, 0.32416)
C (-0.80881, -1.25906, -0.17543)
C (0.02831, -0.00901, 0.14698)
C (1.48353, -0.19193, -0.30826)
C (2.36964, 1.00683, 0.02574)
C (-0.56107, 1.13189, -0.64247)
O (-1.02903, 2.02117, 0.21324)
H (-2.80095, -2.08774, 0.12031)
H (-2.28054, -0.98488, 1.40515)
H (-2.78494, -0.33963, -0.16095)
H (-0.31434, -2.13033, 0.27372)
H (-0.79848, -1.41153, -1.26217)
H (-0.00157, 0.18073, 1.23400)
H (1.48612, -0.36554, -1.39184)
H (1.88507, -1.09872, 0.16304)
H (3.40477, 0.83363, -0.28675)
H (2.37141, 1.20870, 1.10342)
H (2.01482, 1.91324, -0.47938)
H (-1.41455, 2.74629, -0.30250)

Molecular formula: C6H12O
Method: DFT, the ωB97M-V functional and the def2-TZVPD basis

Properties
HOMO-LUMO gap, eV: 9.707
Energy above the lowest of the compared OMol25 structures with the same formula, charge and spin, kcal per mole: 52.5
Highest occupied orbital energy, eV: -8.95
SMILES: C=C(C)C(=C)C.O
DFT total energy, Eh: -310.97559
Net charge: 0

Geometry (Å):
C (-0.61912, -1.58649, -0.36869)
C (0.57661, -0.86619, 0.22368)
C (1.62213, -1.34705, 0.90780)
C (1.00778, 1.58956, 0.90081)
C (0.51404, 0.66046, 0.05680)
C (0.16079, 1.05713, -1.32834)
H (-0.23291, -2.44756, -1.01127)
H (-1.30201, -1.02066, -0.97872)
H (-1.14434, -2.11323, 0.41716)
H (2.40008, -0.67279, 1.28342)
H (1.67216, -2.43290, 0.90265)
H (0.70846, 2.59223, 0.59259)
H (1.69461, 1.53985, 1.76113)
H (-0.86080, 0.81872, -1.64750)
H (0.74377, 0.42438, -2.03386)
H (0.34703, 2.07955, -1.71678)
H (-1.86950, 0.78472, 1.14730)
H (-2.64168, 0.41248, -0.02790)
O (-2.77712, 0.52780, 0.91972)

Molecular formula: C6H12O
Method: DFT, the ωB97M-V functional and the def2-TZVPD basis

Properties
HOMO-LUMO gap, eV: 10.559
Energy above the lowest of the compared OMol25 structures with the same formula, charge and spin, kcal per mole: 30.3
Highest occupied orbital energy, eV: -9.60
SMILES: CCC[C@@H](C)C=O
DFT total energy, Eh: -311.01091
Net charge: 0

Geometry (Å):
C (1.03395, 0.41420, 0.93784)
C (2.11848, -0.02865, -0.09348)
O (0.25195, -1.32558, -1.53752)
C (-0.48973, -1.41529, -0.59145)
C (-0.52520, 0.06958, 1.13282)
C (-1.38755, -0.32758, -0.09821)
C (-1.61300, 0.82493, -1.06740)
H (1.49222, 0.17102, 1.90405)
H (1.07311, 1.50508, 0.85046)
H (2.99500, 0.51180, 0.28224)
H (2.38834, -1.09057, -0.12515)
H (1.96223, 0.30117, -1.12661)
H (-0.42980, -2.27107, 0.12124)
H (-0.92906, 0.99454, 1.55064)
H (-0.69248, -0.70185, 1.90125)
H (-2.35453, -0.77590, 0.19756)
H (-1.81418, 0.47777, -2.08531)
H (-2.45390, 1.45319, -0.74712)
H (-0.71850, 1.45133, -1.09759)

Molecular formula: C6H12O
Method: DFT, the ωB97M-V functional and the def2-TZVPD basis

Properties
HOMO-LUMO gap, eV: 8.401
Energy above the lowest of the compared OMol25 structures with the same formula, charge and spin, kcal per mole: 126.8
Highest occupied orbital energy, eV: -8.67
DFT total energy, Eh: -310.85719
Net charge: 0

Geometry (Å):
C (1.68716, 0.01593, -1.22315)
C (1.53676, 0.92557, -0.01057)
O (1.23134, 2.28711, -0.44176)
C (-0.13013, 2.02806, -0.02900)
C (0.27030, 0.85238, 0.79522)
C (-1.31370, -1.40923, 1.42608)
C (-1.38003, -1.31532, -0.09643)
H (2.59591, 0.31727, -1.75158)
H (1.76130, -1.04299, -0.95846)
H (0.84112, 0.15261, -1.90421)
H (2.42721, 0.83847, 0.63275)
H (-0.77614, 1.72078, -0.87207)
H (-0.64779, 2.83172, 0.50652)
H (-0.28629, -1.46226, 1.80141)
H (-1.86374, -2.31191, 1.72018)
H (-1.74312, -0.52310, 1.89863)
H (-0.92219, -2.19700, -0.54389)
H (-0.86511, -0.44335, -0.52055)
H (-2.42287, -1.26475, -0.42911)

Molecular formula: C6H12O
Method: DFT, the ωB97M-V functional and the def2-TZVPD basis

Properties
HOMO-LUMO gap, eV: 10.355
Energy above the lowest of the compared OMol25 structures with the same formula, charge and spin, kcal per mole: 32.5
Highest occupied orbital energy, eV: -9.32
SMILES: C=CCC.CC=O
DFT total energy, Eh: -311.00750
Net charge: 0

Geometry (Å):
C (0.71452, -0.00587, -1.96633)
C (0.13176, -1.15464, -1.13590)
C (0.95775, -1.51585, 0.07126)
C (0.48210, -1.74000, 1.29456)
O (-1.98445, 0.16111, 1.17828)
C (-1.72352, 1.33092, 1.02211)
C (-0.34723, 1.93765, 1.06808)
H (0.21574, 0.06706, -2.93894)
H (0.60314, 0.96106, -1.46246)
H (1.78431, -0.15693, -2.15345)
H (-0.89382, -0.92239, -0.82717)
H (2.02685, -1.64260, -0.11284)
H (0.07003, -2.04509, -1.77702)
H (1.13267, -2.05394, 2.10751)
H (-0.57102, -1.60623, 1.52361)
H (-2.54782, 2.05137, 0.84028)
H (0.42925, 1.16852, 1.07571)
H (-0.21253, 2.61588, 0.21721)
H (-0.26772, 2.54998, 1.97552)